Formula: C4H7NO2S
Source: the OMol25 dataset
Level of theory: wB97M-V/def2-TZVPD

Last column: Mulliken charge in e.
Element x y z (Å)
1 S 2.33735 1.15805 -0.67988  -0.828
2 O -2.51151 0.68724 -0.20690  -0.752
3 O -2.00848 0.14819 -2.33171  -0.758
4 N -0.44241 -0.69878 0.72267  -0.402
5 C 0.79581 -1.30740 1.21982  -0.827
6 C 0.46459 1.31765 -0.48435  -0.845
7 C -1.73683 0.26780 -1.11209  0.226
8 C -0.30703 -0.03401 -0.57776  0.235
9 H 0.50923 -2.16192 1.86187  0.311
10 H 1.48903 -0.74828 1.84510  0.242
11 H 0.28720 2.03442 -1.28514  0.316
12 H -0.88437 -0.08011 1.37776  0.234
13 H 1.33906 -1.72930 0.37847  0.304
14 H 0.37545 -0.57900 -1.23927  0.323
15 H 0.29292 1.72545 0.51142  0.222

For the electronic energy, the calculation gives -760.00382 Ha. Its spin multiplicity is 1. The HOMO energy comes out at 0.71 eV. The charge is -2. The energy relative to the best compared isomer or geometry (same formula, charge and spin) comes out at 155.4 kJ/mol. The structure (SMILES) is CN[C@H](C[S-])C(=O)[O-].



Formula: C24H31Br2N7O7SSi2Ti
Source: the OMol25 dataset
Level of theory: wB97M-V/def2-TZVPD

Last column: Mulliken charge in e.
Element x y z (Å)
1 Br -5.58358 -2.82864 -2.10843  -0.094
2 Br -4.09690 4.95356 -2.98636  -0.092
3 Ti -0.77705 0.40518 0.62125  -1.345
4 S -1.30124 -3.79738 -0.16732  -0.416
5 Si 0.94248 2.16740 2.29412  0.715
6 Si 1.54281 2.35788 -1.06042  0.673
7 O -0.03423 -0.94952 1.48449  -0.559
8 O -0.58436 -0.37750 -0.94403  -0.131
9 O 0.79304 -1.63434 3.82523  -0.558
10 O 4.03723 -4.51325 -1.60077  -0.595
11 O 0.35012 -1.63133 -2.51727  -0.718
12 O 1.97950 -3.42062 3.98069  -0.651
13 O 4.90458 -4.59852 0.37128  -0.600
14 N 0.33557 -1.30607 -1.32536  0.695
15 N 0.02696 -5.79139 -1.28980  -0.415
16 N -2.95017 -0.21649 0.65287  0.390
17 N -1.96005 2.09918 -0.04993  1.081
18 N -1.03343 -4.38347 -2.74542  -0.418
19 N 1.48612 -2.51122 3.35342  1.024
20 N 4.07237 -4.22545 -0.42332  1.012
21 C -4.55734 -1.75922 -0.96980  -0.209
22 C 0.31236 2.32776 -2.48974  -0.823
23 C 0.95051 -1.74190 1.03656  1.514
24 C -3.63949 2.48224 -1.69581  -0.769
25 C -2.22438 4.27978 -0.97670  -1.104
26 C -1.60035 3.38463 -0.13823  -0.167
27 C 2.26524 1.33451 3.30496  -1.287
28 C 2.01482 4.14807 -0.80429  -1.333
29 C 2.21766 -2.66883 -0.82011  -0.328
30 C -0.74051 -4.70652 -1.47635  0.666
31 C -3.32618 -1.44104 1.02531  -0.250
32 C 1.03065 4.01129 2.55205  -1.241
33 C 2.99546 -3.35280 0.08551  -0.739
34 C -2.98756 1.66074 -0.80067  0.594
35 C -4.19373 -0.48084 -1.37220  -0.851
36 C -3.24380 3.80753 -1.78570  -0.252
37 C -4.14532 -2.24299 0.25298  -0.677
38 C -3.40525 0.26141 -0.52607  0.854
39 C 1.74899 -2.49214 1.89739  -0.690
40 C 2.77468 -3.29166 1.43887  -0.562
41 C -0.74192 1.52916 2.99793  -1.117
42 C 0.99598 1.49169 0.53375  0.323
43 C 1.19263 -1.87131 -0.35193  -0.282
44 C 3.02919 1.38457 -1.62823  -1.243
45 H -1.48324 1.27710 2.23263  0.579
46 H -4.42319 -3.22889 0.59381  0.526
47 H -4.52192 -0.09125 -2.32508  0.489
48 H 2.51181 0.35047 2.90024  0.198
49 H 2.38697 -2.76181 -1.88287  0.697
50 H 1.93325 1.19089 4.33658  0.357
51 H -1.24798 2.25195 3.63669  0.548
52 H -0.77351 3.69806 0.48500  0.275
53 H -4.45705 2.11491 -2.29894  0.505
54 H -1.41539 -3.47001 -2.91833  0.182
55 H 2.36889 4.55852 -1.75497  0.374
56 H 2.82861 4.24941 -0.08063  0.359
57 H 0.18509 -6.10617 -0.34937  0.224
58 H -0.60100 -4.86160 -3.51879  0.210
59 H 3.37904 -3.86068 2.12977  0.666
60 H 3.52380 1.87467 -2.47158  0.434
61 H -1.91148 5.31363 -1.01236  0.508
62 H 3.76942 1.27396 -0.82974  0.332
63 H -2.94854 -1.79629 1.97576  0.446
64 H -0.17392 3.29617 -2.63372  0.307
65 H -0.46085 1.56569 -2.39547  0.048
66 H 2.73657 0.38215 -1.95719  0.241
67 H 1.74254 0.68886 0.60851  0.471
68 H 0.86169 2.10378 -3.40869  0.565
69 H 0.30230 -6.39205 -2.04880  0.188
70 H 1.39410 4.19236 3.56760  0.464
71 H 0.07180 4.52714 2.45393  0.374
72 H 1.18181 4.77241 -0.46770  0.331
73 H -0.55488 0.62940 3.58639  0.330
74 H 1.74001 4.47655 1.86494  0.335
75 H 3.18313 1.92855 3.32797  0.410

For the electronic energy, the calculation gives -8817.47725 Ha. Its spin multiplicity is 2. The HOMO energy (alpha / beta) comes out at -10.56 / -10.99 eV. Its expectation value of S² is 0.77. The charge is +1. The energy relative to the best compared isomer or geometry (same formula, charge and spin) comes out at 252.7 kJ/mol.



Formula: C60H120O12
Source: the OMol25 dataset
Level of theory: wB97M-V/def2-TZVPD

Last column: Mulliken charge in e.
Element x y z (Å)
1 O -20.43644 -7.86178 -11.46161  0.156
2 O -23.45885 -3.28829 -10.47375  -0.532
3 O -19.35757 -12.10701 -15.57729  -0.359
4 O -21.47553 -3.89626 -9.77692  0.149
5 O -17.16532 -7.02033 -9.72384  -0.642
6 O -19.54179 -3.65557 -6.05999  -0.604
7 O -16.94827 -8.18271 -13.72665  -0.202
8 O -21.59024 -4.59772 -6.42797  -0.284
9 O -20.78606 -10.03184 -11.76299  -0.375
10 O -17.20182 -5.11867 -10.71102  -0.149
11 O -17.75184 -12.77496 -14.18938  -0.637
12 O -15.86198 -7.36374 -15.52622  -0.642
13 C -24.56643 -7.14587 -13.10436  -1.779
14 C -24.78452 -8.43062 -8.73699  0.317
15 C -24.50608 -5.66560 -12.55558  1.440
16 C -21.64791 -6.03308 -4.48476  -0.081
17 C -16.81887 -7.86897 -15.01850  0.398
18 C -20.59201 -3.39848 -14.20897  -0.621
19 C -21.28283 -12.62641 -14.32139  0.850
20 C -23.18694 -3.14197 -15.71230  0.465
21 C -26.07955 -3.66809 -12.51958  -1.255
22 C -20.80266 -9.09023 -11.01281  -0.274
23 C -23.10427 -10.82801 -5.06340  -1.335
24 C -18.13067 -8.43875 -15.70006  -0.620
25 C -19.72603 -4.03947 -13.20264  -0.467
26 C -16.46457 -4.37487 -11.72134  -0.502
27 C -16.56785 -11.98097 -8.05023  -0.088
28 C -23.50781 -11.96434 -5.97562  0.878
29 C -16.71488 -14.45919 -5.07695  -1.250
30 C -20.51835 -6.84199 -10.41085  1.459
31 C -18.01244 -9.16110 -13.44784  0.118
32 C -23.30441 -9.23415 -13.69729  -0.755
33 C -16.67759 -6.33799 -10.53555  0.584
34 C -22.48354 -5.43178 -5.65295  0.175
35 C -20.56740 -4.99727 -4.30740  -0.653
36 C -21.84520 -3.51377 -16.38557  -1.096
37 C -15.54510 -6.55598 -11.49270  -0.461
38 C -20.83966 -14.06199 -9.21912  -1.697
39 C -22.39335 -2.97941 -10.06300  0.070
40 C -24.13162 -7.12301 -9.16294  1.050
41 C -20.84670 -10.36481 -6.31101  -0.773
42 C -16.56762 -13.08417 -5.75643  -0.186
43 C -23.87593 -13.35058 -11.55305  2.519
44 C -20.07329 -13.27094 -13.68879  -0.072
45 C -21.97399 -13.28125 -9.76454  1.667
46 C -24.99239 -14.02536 -6.28539  -0.959
47 C -19.01006 -8.80787 -14.52285  1.493
48 C -20.88095 -4.28594 -15.42742  -0.006
49 C -20.37252 -1.74737 -9.61809  -0.852
50 C -24.57825 -14.24176 -12.53084  -0.849
51 C -25.52638 -9.07955 -9.87379  0.274
52 C -22.76879 -14.14357 -10.79245  -1.358
53 C -16.48809 -13.26029 -7.29548  -0.612
54 C -22.16333 -9.83509 -5.66079  0.715
55 C -21.86923 -1.54151 -9.79945  -0.568
56 C -18.91221 -12.70883 -14.48611  0.442
57 C -21.14289 -9.03033 -9.50928  1.526
58 C -27.31068 -12.55225 -10.26636  -1.365
59 C -25.94998 -5.16155 -12.58959  -0.433
60 C -16.87381 -10.84418 -10.38062  -0.122
61 C -20.72355 -7.63747 -9.11527  0.068
62 C -20.78551 -12.26221 -15.72729  -0.713
63 C -23.17249 -7.78790 -13.11397  1.826
64 C -26.65942 -11.20966 -10.70402  0.096
65 C -24.23691 -2.72295 -16.70367  -1.584
66 C -20.44463 -4.34299 -5.66488  0.516
67 C -26.11059 -10.47524 -9.51219  -0.113
68 C -20.22168 -3.24857 -9.41743  0.805
69 C -24.65946 -12.84901 -5.38261  -0.633
70 C -16.65633 -12.12336 -9.57875  -0.736
71 C -15.61821 -5.45124 -12.49361  -0.123
72 C -25.66744 -13.53185 -13.35936  -0.883
73 H -19.59156 -5.47150 -4.00333  0.327
74 H -15.53794 -7.55243 -11.89388  0.167
75 H -23.70025 -7.18063 -10.13635  -1.206
76 H -23.97745 -9.13393 -8.41072  -1.018
77 H -19.41749 -3.75806 -9.86558  -0.040
78 H -20.59759 -9.79446 -8.93678  0.033
79 H -23.90471 -11.54260 -6.88353  -0.536
80 H -22.64741 -13.09450 -8.92309  -0.320
81 H -17.49065 -11.49358 -7.70755  -0.232
82 H -26.53620 -5.60740 -11.76173  0.137
83 H -17.40479 -12.47246 -5.48670  0.211
84 H -19.74932 -7.63349 -8.63017  0.909
85 H -25.23375 -12.62611 -13.81127  0.125
86 H -18.28212 -8.80927 -12.41594  -0.320
87 H -19.97710 -14.37018 -13.69890  0.402
88 H -26.28749 -8.41493 -10.22357  0.683
89 H -25.50294 -12.15889 -5.15189  0.327
90 H -18.79039 -4.38499 -13.68908  0.401
91 H -23.85470 -14.70951 -13.14839  0.501
92 H -14.70608 -6.46191 -10.80503  0.462
93 H -23.22702 -15.05719 -10.33902  0.506
94 H -15.70808 -11.34432 -7.75063  0.415
95 H -24.39618 -3.54777 -17.42124  0.353
96 H -25.01235 -7.09495 -14.09508  0.904
97 H -25.98816 -14.16136 -14.19335  0.412
98 H -18.51643 -7.80130 -16.49210  0.407
99 H -23.07321 -2.41953 -14.85863  0.280
100 H -20.18930 -4.88463 -12.71627  -0.110
101 H -15.75653 -3.75521 -11.21272  0.278
102 H -25.25247 -11.07342 -9.06929  -0.406
103 H -17.21101 -3.87138 -12.30786  0.347
104 H -17.66228 -14.94477 -5.35812  0.279
105 H -20.08663 -13.51895 -8.62832  0.354
106 H -25.27197 -13.72556 -7.31459  0.037
107 H -25.43569 -8.32206 -7.87254  0.841
108 H -21.54907 -11.73465 -13.71995  -0.686
109 H -19.62811 -9.73986 -14.62894  -0.748
110 H -17.44118 -12.84513 -9.82791  0.194
111 H -22.57993 -12.53284 -6.27458  0.271
112 H -24.89752 -9.19553 -10.74598  -0.890
113 H -22.31761 -9.66028 -13.80049  -0.247
114 H -21.33674 -2.54867 -16.57512  0.355
115 H -23.54244 -4.06056 -15.25847  -0.105
116 H -22.02097 -3.94730 -17.36472  0.355
117 H -22.11034 -14.47262 -11.58744  0.223
118 H -17.60942 -10.14722 -13.47708  0.041
119 H -17.70839 -9.36431 -16.17885  0.217
120 H -20.02389 -2.53709 -14.55226  0.367
121 H -27.88083 -13.00628 -11.10506  0.375
122 H -15.57727 -13.84765 -7.45552  0.395
123 H -21.40972 -5.24360 -15.21810  -0.205
124 H -20.00736 -4.61164 -15.98453  0.480
125 H -20.38048 -11.06297 -5.56314  0.439
126 H -17.37046 -13.81559 -7.60420  0.150
127 H -23.99742 -10.34790 -4.68442  0.388
128 H -16.21475 -5.79764 -13.33841  -0.272
129 H -26.51283 -13.26944 -10.02694  0.156
130 H -21.16166 -11.29751 -16.03704  0.286
131 H -22.89436 -6.21103 -6.37388  -0.313
132 H -16.73672 -14.48471 -3.99139  0.380
133 H -22.18784 -0.78752 -10.49911  0.376
134 H -23.86417 -9.17178 -14.64026  0.531
135 H -15.60693 -12.56685 -5.48113  0.289
136 H -21.44186 -7.14325 -8.47401  -1.000
137 H -26.48571 -13.26194 -12.69266  0.046
138 H -20.12845 -3.39383 -8.33992  -0.333
139 H -25.15771 -15.03800 -12.03122  0.423
140 H -19.60984 -7.95599 -14.15126  -0.342
141 H -26.38570 -5.51442 -13.52322  0.389
142 H -28.01229 -12.56944 -9.41378  0.415
143 H -21.06143 -10.94788 -7.19048  -0.255
144 H -15.76536 -12.61087 -9.91570  0.452
145 H -25.21895 -2.65742 -16.23554  0.387
146 H -25.83502 -14.67031 -5.88058  0.345
147 H -23.39443 -4.87151 -5.31940  0.320
148 H -21.32388 -6.19487 -10.80548  -0.528
149 H -19.40932 -3.29940 -12.46062  0.313
150 H -22.16895 -9.25432 -9.34215  -1.208
151 H -22.66044 -9.27700 -6.46688  -0.292
152 H -27.47774 -10.59698 -11.04805  0.693
153 H -19.91149 -12.93841 -12.65823  -0.113
154 H -20.88254 -12.97802 -16.51066  0.337
155 H -23.35358 -6.80994 -8.43558  -1.157
156 H -25.93448 -11.45062 -11.55917  -0.415
157 H -25.85961 -3.28997 -11.53128  0.182
158 H -17.72654 -10.30288 -9.98665  -0.193
159 H -21.67834 -12.38797 -10.29811  -0.364
160 H -19.60084 -6.30557 -10.38962  -0.647
161 H -23.41280 -12.52132 -12.13538  -0.790
162 H -20.08194 -9.65203 -6.56406  0.560
163 H -21.33946 -7.01753 -4.79575  -0.218
164 H -20.04432 -1.29358 -8.66392  0.351
165 H -21.24558 -14.87481 -8.57108  0.337
166 H -26.87091 -10.32860 -8.69033  0.503
167 H -24.90276 -6.34132 -9.15009  0.800
168 H -14.67060 -5.15303 -12.92264  0.411
169 H -17.09169 -11.18118 -11.43149  0.060
170 H -22.35261 -6.07185 -3.65858  0.493
171 H -19.72429 -1.36198 -10.39058  0.307
172 H -23.91714 -5.02835 -13.20260  -0.423
173 H -27.10719 -3.33153 -12.66993  0.466
174 H -24.13989 -14.64642 -6.46250  0.342
175 H -20.13776 -14.52099 -9.96974  0.351
176 H -24.28334 -13.25696 -4.43760  0.330
177 H -23.90887 -9.86343 -13.03870  -0.191
178 H -22.49066 -7.17307 -13.67034  0.098
179 H -25.20937 -7.72923 -12.52537  0.277
180 H -22.21015 -13.17841 -14.38215  0.398
181 H -22.63890 -11.25006 -4.18639  0.367
182 H -22.30875 -1.29894 -8.80497  0.300
183 H -15.98470 -10.15228 -10.41621  0.327
184 H -20.85031 -4.19382 -3.62963  0.283
185 H -22.75281 -7.95624 -12.10165  -1.103
186 H -24.58263 -12.79631 -10.91939  -1.109
187 H -23.96952 -5.71619 -11.64931  -0.349
188 H -23.99704 -1.79450 -17.23058  0.364
189 H -25.45451 -3.12692 -13.21321  0.155
190 H -21.49742 -2.95044 -13.75334  0.015
191 H -15.88650 -15.02764 -5.47584  0.324
192 H -21.86310 -9.02443 -5.00728  0.044

For the electronic energy, the calculation gives -3261.03527 Ha. Its spin multiplicity is 1. The HOMO energy comes out at -9.84 eV. The charge is 0. The structure (SMILES) is O=C1CCCO1.O=C1CCCO1.O=C1CCCO1.O=C1CCCO1.O=C1CCCO1.O=C1CCCO1.CCCCCC.CCCCCC.CCCCCC.CCCCCC.CCCCCC.CCCCCC.



Formula: C15H13N3O3S2
Source: the OMol25 dataset
Level of theory: wB97M-V/def2-TZVPD

Last column: Mulliken charge in e.
Element x y z (Å)
1 S -1.81988 -2.64322 2.41698  -0.234
2 S 2.28705 0.12060 -2.41477  -0.140
3 O -2.12275 0.59811 -0.85987  -0.248
4 O -0.88791 0.31575 -2.71219  -0.582
5 O 2.09268 -0.06982 3.80291  -0.613
6 N 1.40657 2.51803 -2.02702  -0.643
7 N 0.53058 -1.35936 2.84947  -0.093
8 N -0.39000 -1.41352 0.67043  -0.039
9 C 1.50393 0.44764 1.54172  0.539
10 C 1.43800 1.93575 -0.79305  -0.412
11 C -1.48099 -1.88380 0.00831  -0.094
12 C 1.09745 1.78612 1.56179  -0.495
13 C 1.93017 -0.15290 0.36832  0.084
14 C 1.79792 1.71303 -2.93360  -0.083
15 C -3.30254 2.42342 -1.95794  -1.331
16 C -2.14791 2.01624 -1.05465  0.077
17 C 1.89308 0.59577 -0.79311  0.513
18 C 1.05723 2.53257 0.40576  -0.579
19 C -2.36147 -2.57280 0.77950  -0.381
20 C 1.44561 -0.31726 2.81472  -0.142
21 C -1.47407 -0.12979 -1.76218  0.692
22 C -1.58490 -1.61703 -1.45551  -0.748
23 C -0.40502 -1.70716 1.91798  0.374
24 H -2.54352 -1.97531 -1.83474  0.351
25 H -3.27861 -3.04518 0.49438  0.447
26 H 2.26925 -1.17586 0.35750  0.387
27 H 1.83644 1.96728 -3.97451  0.451
28 H -0.77990 -2.12265 -1.99330  0.258
29 H 0.45312 -1.81127 3.75443  0.254
30 H 0.79751 2.22415 2.50177  0.441
31 H -1.19614 2.33516 -1.48934  0.108
32 H -3.16679 1.99657 -2.94874  0.316
33 H 0.72926 3.55972 0.40663  0.499
34 H -3.33035 3.50560 -2.04374  0.401
35 H -2.25960 2.43644 -0.05335  0.343
36 H -4.24691 2.07388 -1.54732  0.323

For the electronic energy, the calculation gives -1765.81759 Ha. Its spin multiplicity is 1. The HOMO energy comes out at -8.63 eV. The charge is 0. The energy relative to the best compared isomer or geometry (same formula, charge and spin) comes out at 0.0 kJ/mol. The structure (SMILES) is CCOC(=O)Cc1csc(NC(=O)c2ccc3ncsc3c2)n1.



Among the records above, which one has the lowest charge? C4H7NO2S



What is the charge in the second record? +1



Among the records above, which one has the lowest charge? C4H7NO2S



What is the formula in the first record? C4H7NO2S